(1)
# C9H15BN5O7P2SeSn

A molecular structure, C9H15BN5O7P2SeSn (wB97M-V/def2-TZVPD, the OMol25 dataset).

Positions of all 41 atoms, in Å:
Sn -0.159 0.004 -0.475
B 3.265 -2.340 -0.018
N 3.298 -0.782 -0.001
C 4.475 -0.151 0.030
C 4.256 1.214 0.087
C 2.872 1.334 0.080
N 2.298 0.122 0.028
N 1.855 -2.983 -0.057
C 1.707 -4.309 0.046
C 0.370 -4.624 -0.112
C -0.247 -3.393 -0.313
N 0.661 -2.407 -0.272
H 3.866 -2.699 -1.008
H 3.807 -2.724 0.994
H 5.399 -0.706 0.018
H 4.993 1.997 0.115
H 2.260 2.217 0.114
H 2.557 -4.948 0.222
H -0.087 -5.598 -0.090
H -1.288 -3.166 -0.470
C -4.706 -0.178 2.798
C -4.035 -0.089 1.447
O -4.997 -0.213 0.393
P -3.184 1.496 1.149
O -2.282 1.847 2.423
O -4.301 2.618 1.241
O -2.461 1.481 -0.138
P -2.781 -1.427 1.141
O -1.407 -0.758 1.871
O -3.084 -2.696 1.829
O -2.489 -1.355 -0.327
H -5.460 0.604 2.896
H -3.962 -0.067 3.586
H -5.173 -1.159 2.891
H -4.488 -0.420 -0.410
H -1.561 1.199 2.505
H -4.009 3.408 0.749
H -1.053 -1.472 2.427
Se -1.256 4.871 0.319
C -0.401 3.371 0.081
N 0.143 2.347 -0.089

Force components x, y, z for each atom (eV/Å):
0.00 -0.10 -0.42
0.04 -0.10 -0.05
0.04 0.04 -0.01
-0.02 0.20 0.04
0.04 -0.11 -0.05
0.13 0.01 0.06
-0.36 0.22 0.06
0.02 -0.12 0.19
-0.15 -0.08 0.01
0.07 -0.02 -0.06
0.05 -0.07 0.02
-0.23 0.16 -0.03
0.08 0.00 -0.02
0.07 -0.06 0.01
-0.06 -0.09 -0.01
-0.02 0.02 0.02
0.04 -0.06 -0.02
0.04 0.08 -0.01
-0.01 0.02 0.02
0.05 0.03 -0.01
-0.07 -0.10 -0.11
0.34 0.14 -0.27
0.02 -0.07 0.10
0.00 0.54 0.03
-0.04 -0.31 -0.02
-0.03 0.06 -0.05
-0.03 -0.25 0.03
-0.10 -0.15 -0.14
0.10 -0.25 0.02
0.02 0.11 0.25
-0.01 -0.01 -0.05
0.00 -0.01 0.03
-0.05 0.02 0.04
-0.01 0.02 0.04
-0.04 0.02 0.08
-0.12 0.11 0.01
0.04 -0.11 0.12
0.08 0.22 -0.06
-0.57 1.04 0.17
0.53 -1.16 -0.23
0.10 0.20 0.26

Results
* energy above the lowest of the compared OMol25 structures with the same formula, charge and spin: 16.2 kcal/mol
* LUMO level: 2.00 eV
* charge: -1
* E: -121800.25600 eV

=====

(2)
# C25H67N5O8

6 unconnected molecules or ions with the total composition C25H67N5O8 (wB97M-V/def2-TZVPD, the OMol25 dataset).

Positions of all 105 atoms, in Å:
C 4.352 1.716 2.773
O 3.079 2.063 3.227
C 3.004 3.283 3.945
C 1.676 4.046 3.663
N 1.730 4.770 2.370
C 0.763 5.877 2.229
C 1.200 6.969 1.104
O 0.695 6.533 -0.145
C 1.366 5.464 -0.862
H 4.744 2.536 2.170
H 4.227 0.758 2.268
H 5.048 1.479 3.577
H 3.842 3.961 3.785
H 3.030 2.969 4.988
H 1.413 4.759 4.445
H 0.935 3.248 3.705
H 1.459 4.100 1.664
H 0.826 6.476 3.138
H -0.225 5.421 2.291
H 2.195 7.382 0.943
H 0.649 7.823 1.498
H 0.853 5.290 -1.808
H 1.431 4.497 -0.362
H 2.346 5.857 -1.130
C -4.712 -4.510 -2.793
O -4.384 -3.407 -2.004
C -5.558 -2.943 -1.293
C -5.020 -1.769 -0.550
N -4.526 -0.528 -1.243
C -3.385 0.068 -0.539
C -3.944 1.101 0.518
O -2.828 1.784 1.216
C -3.253 2.657 2.339
H -4.071 -4.468 -3.674
H -5.733 -4.456 -3.171
H -4.491 -5.430 -2.253
H -5.942 -3.706 -0.616
H -6.334 -2.538 -1.943
H -4.218 -2.256 0.005
H -5.738 -1.433 0.198
H -4.138 -0.725 -2.155
H -2.988 0.655 -1.368
H -2.559 -0.596 -0.284
H -4.571 0.666 1.297
H -4.629 1.757 -0.019
H -2.359 2.920 2.903
H -4.003 2.229 3.004
H -3.857 3.412 1.836
C -0.796 -1.135 -2.759
C -1.712 -1.224 -4.037
C -1.353 -2.506 -4.810
O 0.055 -2.398 -5.267
C 0.462 -3.585 -6.064
N -3.090 -1.354 -3.658
H -1.109 -0.187 -2.322
H 0.286 -1.127 -2.888
H -0.949 -1.996 -2.108
H -1.539 -0.374 -4.698
H -1.979 -2.568 -5.700
H -1.382 -3.389 -4.173
H -0.367 -3.693 -6.762
H 0.658 -4.553 -5.600
H 1.352 -3.352 -6.649
H -3.503 -1.425 -4.577
H -3.164 -2.219 -3.143
C -0.857 -1.938 2.565
C -0.173 -1.009 3.623
C 0.749 -1.831 4.619
O 0.647 -1.267 5.897
C 1.213 0.049 6.049
N 0.466 0.054 2.906
H -1.443 -2.780 2.934
H -0.012 -2.378 2.035
H -1.518 -1.312 1.965
H -1.036 -0.653 4.184
H 1.783 -1.756 4.280
H 0.488 -2.869 4.822
H 2.302 0.010 6.064
H 1.179 0.359 7.093
H 0.755 0.878 5.509
H 1.110 0.612 3.449
H 0.935 -0.237 2.060
C 3.315 -1.998 -0.063
C 3.184 -1.061 -1.348
C 2.714 0.417 -0.983
O 1.498 0.485 -0.294
C 0.998 1.705 0.011
N 4.444 -1.108 -2.032
H 3.746 -2.961 -0.338
H 2.333 -2.085 0.404
H 3.891 -1.467 0.694
H 2.425 -1.487 -2.005
H 2.719 0.966 -1.924
H 3.599 0.695 -0.410
H 1.465 2.118 0.905
H -0.031 1.522 0.322
H 1.141 2.456 -0.765
H 4.861 -2.024 -1.950
H 5.046 -0.568 -1.427
C 2.913 -4.389 -3.795
O 2.872 -5.717 -4.100
H 2.059 -3.830 -4.178
H 2.926 -4.215 -2.719
H 3.827 -3.923 -4.163
H 2.196 -6.141 -3.566

Force components x, y, z for each atom (eV/Å):
0.03 -0.37 0.18
-0.85 0.50 -0.32
-0.70 0.50 0.79
0.83 -0.55 -0.60
-0.03 -0.36 0.29
2.83 0.81 0.71
-2.24 -2.20 0.50
-0.67 -0.30 -0.96
0.15 1.48 0.30
0.29 -0.29 -0.36
0.09 0.27 -0.58
0.15 0.33 0.40
0.22 -0.15 -0.39
-0.06 0.37 0.43
0.40 -0.03 0.18
-0.58 0.02 -0.20
0.33 -0.18 -0.16
0.13 -0.08 0.39
-0.60 0.82 -1.20
0.69 -0.98 0.85
-0.55 0.29 -0.94
-0.38 0.28 0.21
0.03 0.28 0.39
0.40 -0.43 0.10
0.64 -0.25 -0.81
-1.54 0.12 0.29
1.16 1.53 -0.79
0.60 1.05 1.50
-0.38 -1.73 0.91
-1.23 1.95 -0.49
1.73 -0.36 0.77
-1.31 -0.26 0.44
-0.60 -1.23 -2.20
0.16 -0.21 -0.11
-0.16 -0.22 0.20
-0.35 -0.25 -0.05
-0.04 -0.02 -0.01
-0.18 -0.69 -0.65
0.52 0.39 0.41
-0.21 -0.11 0.07
-0.35 -0.40 -0.31
0.51 0.55 0.33
-0.27 -0.26 0.81
0.05 -0.59 0.06
0.36 0.49 -0.18
-0.21 0.37 -0.36
0.26 -0.86 0.20
0.65 1.00 0.35
-0.77 0.60 -0.92
2.76 -1.65 0.84
2.61 0.90 -0.69
-0.21 -1.77 -0.07
-1.20 1.70 -0.46
0.32 0.92 -0.53
0.26 -0.24 0.68
-0.15 0.24 -0.70
-0.55 0.10 0.22
-0.10 0.13 0.12
-0.23 -0.41 -0.07
-0.57 -0.10 0.08
0.10 -0.47 -0.32
-0.29 0.25 0.85
-0.01 0.39 0.25
-1.17 -0.35 0.23
-0.58 -0.29 -0.02
0.96 0.37 0.53
-0.89 -2.37 -0.15
-0.67 1.28 -0.44
0.36 1.66 1.29
0.36 -0.76 1.46
0.09 0.64 -0.02
0.05 0.19 0.53
-0.25 -0.02 -0.79
0.30 -0.12 -0.38
0.32 0.45 0.55
0.26 -0.20 -0.29
-0.25 -0.06 -0.65
0.36 -0.02 -1.46
-1.12 -0.36 0.37
0.10 -0.34 -0.55
0.09 -0.06 0.00
0.03 -0.18 -0.10
-1.28 1.79 -0.67
-1.82 -1.43 1.65
1.64 -1.77 -0.64
1.29 -2.85 -0.92
-0.59 1.55 1.16
0.69 1.36 -0.22
-0.09 0.07 0.17
-0.13 -0.50 -0.06
0.54 -0.16 -0.06
-0.15 -0.14 -0.03
-0.24 0.34 -0.03
-0.11 1.02 0.63
0.42 0.11 0.32
-0.25 0.46 -0.43
-0.41 -0.13 -0.44
-0.30 -0.35 -0.23
0.68 0.46 -0.16
0.01 2.12 0.88
0.04 -1.91 -0.60
0.01 0.13 -0.12
0.01 0.02 0.34
0.00 -0.21 -0.30
0.01 -0.05 -0.05

Results
* energy above the lowest of the compared OMol25 structures with the same formula, charge and spin: 98.8 kcal/mol
* LUMO level: 0.54 eV
* SMILES string: COC[C@H](C)N.COC[C@H](C)N.COC[C@H](C)N.COCCNCCOC.COCCNCCOC.CO
* E: -50833.30272 eV

=====

(3)
# C10H10N2OS

C10H10N2OS in the gas phase (wB97M-V/def2-TZVPD, the OMol25 dataset).

Positions of all 24 atoms, in Å:
C 2.543 2.220 0.477
C 1.207 2.110 0.359
C 3.417 1.107 0.283
C 0.496 0.820 0.087
C 2.487 -2.064 -0.683
C 2.880 -0.092 -0.057
C 1.437 -0.280 -0.253
C -2.781 -0.772 -0.158
C -3.035 0.523 -0.066
C -3.773 -1.838 0.169
N 3.476 -1.294 -0.352
N 1.223 -1.502 -0.641
O -0.539 0.975 -0.870
S -1.895 1.812 -0.430
H 2.986 3.179 0.700
H 0.564 2.972 0.464
H 4.486 1.231 0.374
H 0.047 0.514 1.056
H 2.609 -3.090 -0.978
H -1.805 -1.112 -0.479
H -3.985 0.934 0.236
H -4.774 -1.428 0.287
H -3.787 -2.590 -0.621
H -3.485 -2.337 1.096

Force components x, y, z for each atom (eV/Å):
-0.85 0.62 0.12
0.38 0.13 -0.07
0.00 -1.21 -0.31
-0.22 -0.03 0.60
0.54 0.31 0.12
-0.41 0.51 0.15
0.53 -0.24 -0.10
-0.09 -0.06 0.03
0.69 0.06 -0.16
0.00 0.01 0.01
0.76 -0.58 -0.10
-1.11 0.67 0.10
-0.16 -0.18 -0.54
0.06 0.05 0.10
-0.04 0.09 0.02
0.00 0.09 0.08
0.10 -0.04 0.00
0.07 0.08 -0.09
0.07 -0.20 -0.07
0.15 0.09 -0.03
-0.26 0.02 0.08
-0.05 -0.04 0.04
-0.08 -0.05 0.03
-0.07 -0.10 0.00

Results
* energy above the lowest of the compared OMol25 structures with the same formula, charge and spin: 84.3 kcal/mol
* LUMO level: -1.31 eV
* SMILES string: C/C=C/SO[C@@H]1C=CC=C2N=CN=C21
* E: -26392.38391 eV

=====

(4)
# C17H49N2O14P3Pt

A molecular structure, C17H49N2O14P3Pt (wB97M-V/def2-TZVPD, the OMol25 dataset).

Positions of all 86 atoms, in Å:
Pt 16.913 -14.515 26.706
C 15.913 -10.491 22.642
C 16.122 -10.805 24.162
C 15.728 -9.607 25.140
O 16.189 -9.638 26.474
C 15.507 -8.824 27.349
N 15.442 -12.061 24.390
H 16.392 -9.561 22.337
H 14.879 -10.153 22.574
H 16.105 -11.134 21.783
H 17.192 -10.915 24.335
H 14.650 -9.448 25.146
H 16.204 -8.708 24.750
H 16.001 -8.577 28.289
H 14.573 -9.176 27.786
H 15.448 -7.872 26.822
H 14.458 -11.838 24.446
H 15.409 -12.537 23.500
C 15.719 -20.135 26.470
C 15.885 -18.804 27.170
C 17.216 -18.802 27.893
O 17.651 -17.488 28.272
C 18.541 -17.540 29.421
N 15.843 -17.775 26.161
H 14.798 -20.205 25.893
H 15.711 -20.804 27.330
H 16.552 -20.342 25.798
H 15.088 -18.613 27.889
H 17.964 -19.334 27.306
H 17.170 -19.376 28.819
H 18.775 -16.497 29.634
H 19.506 -17.964 29.143
H 17.990 -18.076 30.195
H 14.917 -17.793 25.758
H 16.432 -18.030 25.381
C 23.638 -15.793 26.158
O 23.308 -16.246 24.804
P 21.802 -16.276 24.093
O 20.808 -15.439 24.799
O 22.130 -15.637 22.602
C 22.979 -14.579 22.407
O 21.326 -17.768 23.792
C 22.199 -18.615 23.033
H 24.634 -15.367 26.038
H 23.820 -16.663 26.789
H 22.896 -15.117 26.582
H 23.458 -14.127 23.275
H 22.396 -13.762 21.981
H 23.684 -14.806 21.607
H 22.432 -18.306 22.014
H 21.667 -19.564 22.970
H 23.066 -18.747 23.681
C 21.589 -9.784 29.030
O 20.626 -9.745 30.094
P 20.111 -11.182 30.666
O 19.228 -11.870 29.701
O 21.426 -11.955 31.127
C 22.344 -11.293 31.967
O 19.369 -10.751 32.052
C 19.025 -11.679 33.032
H 21.354 -9.262 28.102
H 21.928 -10.749 28.653
H 22.424 -9.169 29.368
H 21.903 -10.894 32.880
H 22.965 -10.537 31.486
H 23.049 -12.009 32.390
H 19.409 -12.689 32.888
H 17.938 -11.601 33.025
H 19.246 -11.375 34.055
C 11.618 -16.012 30.976
O 11.084 -14.776 30.502
P 12.142 -13.571 30.129
O 13.292 -13.936 29.211
O 11.293 -12.267 29.618
C 9.838 -12.230 29.759
O 12.777 -13.123 31.529
C 12.059 -12.638 32.664
H 12.676 -16.264 30.900
H 11.158 -16.855 30.461
H 11.121 -16.112 31.941
H 9.530 -13.181 30.192
H 9.187 -12.094 28.895
H 9.520 -11.378 30.360
H 11.005 -12.433 32.480
H 12.624 -11.789 33.049
H 12.033 -13.358 33.482

Force components x, y, z for each atom (eV/Å):
-0.23 -1.09 0.05
-0.72 3.15 0.62
1.82 0.15 -0.99
-0.93 -1.35 -1.41
0.50 -1.74 -0.31
0.23 2.18 1.30
-0.73 -0.03 1.01
0.57 0.10 0.19
-0.46 -0.42 -0.26
0.25 -0.95 0.94
0.14 -0.28 0.10
-0.18 0.27 0.11
0.24 0.39 -0.38
1.17 -0.73 -0.25
-0.74 -0.56 -0.99
-0.98 0.22 -0.03
-0.62 -0.10 0.74
0.60 -0.47 -0.17
-0.21 -0.32 1.10
0.42 0.13 -0.39
0.61 0.51 0.83
0.16 -0.32 -0.04
-0.57 0.62 -1.45
-0.11 1.86 -0.55
-0.09 -0.03 0.25
-0.10 -0.94 -0.55
0.10 -0.05 0.16
-0.09 -0.01 -0.06
0.33 0.28 -0.39
-0.47 -0.31 0.06
-0.36 -0.07 0.49
-0.12 -0.60 0.13
0.55 0.16 0.39
-0.30 0.31 0.00
0.46 -0.02 -0.06
0.39 -0.69 -0.78
-2.07 -0.45 -0.77
1.39 2.25 -0.26
0.25 -0.90 0.08
-1.11 -3.16 2.30
0.60 2.30 -1.17
0.27 1.90 -0.15
0.12 -1.24 0.64
-0.29 0.52 0.06
-0.52 -0.09 0.03
0.09 -0.06 -0.22
0.16 -0.63 0.22
-0.25 0.16 0.00
0.37 -0.27 0.38
-0.04 0.55 0.30
0.11 0.02 0.00
0.37 -0.18 -0.60
1.15 0.93 -0.45
-0.52 -1.33 0.26
-0.94 1.26 0.33
0.85 -0.17 0.61
-0.79 -0.14 -0.77
1.33 0.04 1.58
2.20 1.04 -2.37
-1.69 -0.50 1.02
-1.29 0.16 0.22
-0.14 -0.35 0.79
0.33 -0.48 0.26
-0.51 0.38 -0.32
-0.45 0.09 -0.34
-0.08 -0.44 -0.51
-0.14 0.05 -0.26
-0.20 -1.01 0.06
0.80 0.44 -0.22
-1.49 -1.56 0.54
1.47 2.18 -1.45
1.73 -0.36 -0.70
-2.46 0.64 1.46
-0.53 -1.57 0.05
-0.60 -0.37 0.80
-0.35 -0.35 -0.55
-0.12 -0.12 0.62
0.15 1.10 0.34
-0.26 0.33 -0.73
1.02 -0.07 0.53
-0.22 0.33 0.25
1.11 -0.20 -0.98
0.58 -0.15 0.53
0.15 0.45 -0.37
-0.39 0.20 -0.23
0.33 -0.43 -0.24

Results
* LUMO level (alpha / beta): -7.61 / -11.03 eV
* spin multiplicity: 3
* charge: +2
* E: -81162.93304 eV
* expectation value of S²: 2.0267

=====

(5)
# C2H9NO4

3 unconnected molecules or ions with the total composition C2H9NO4 (wB97M-V/def2-TZVPD, the OMol25 dataset).

Positions of all 16 atoms, in Å:
O 1.185 0.816 1.081
C 1.731 -0.114 0.511
N 1.031 -0.962 -0.297
C -0.368 -1.286 0.071
O -1.289 -0.272 -0.195
H 2.733 -0.457 0.789
H 1.580 -1.558 -0.892
H -0.374 -1.469 1.145
H -0.698 -2.138 -0.520
H -1.258 0.495 0.419
H -0.353 0.677 -3.447
H -1.131 -0.353 -2.586
O -0.253 -0.047 -2.839
H -0.475 1.202 1.867
H -1.374 2.426 1.670
O -1.394 1.508 1.967

Force components x, y, z for each atom (eV/Å):
0.42 -0.06 0.32
-1.40 -0.68 0.30
0.29 0.11 0.63
0.06 1.40 -0.24
-0.35 0.11 -0.52
0.55 0.49 -0.60
-0.27 -0.31 0.00
0.06 -0.42 0.08
0.28 -0.15 0.21
0.05 -0.80 -0.12
-0.29 0.32 -0.32
-0.01 0.37 0.09
0.39 -0.61 0.04
0.11 0.32 0.20
0.03 -0.11 0.12
0.09 0.04 -0.19

Results
* energy above the lowest of the compared OMol25 structures with the same formula, charge and spin: 22.7 kcal/mol
* LUMO level: 0.75 eV
* SMILES string: O=CNCO.O.O
* E: -11899.84291 eV

=====

(6)
# C4H6NO2P

2 unconnected molecules or ions with the total composition C4H6NO2P (wB97M-V/def2-TZVPD, the OMol25 dataset).

Positions of all 14 atoms, in Å:
C -0.454 -1.652 0.501
C -0.020 -1.508 -0.887
C 0.354 -1.160 1.460
C 0.984 -0.724 -1.343
N 0.051 2.660 0.306
O 3.402 0.397 -0.246
O 1.530 -0.603 1.327
P 1.924 0.159 -0.066
H -1.480 -2.107 0.639
H -0.804 -1.870 -1.587
H 0.214 -1.313 2.585
H 1.042 -0.369 -2.351
H 0.395 3.598 0.148
H 0.702 2.402 1.001

Force components x, y, z for each atom (eV/Å):
0.07 -0.04 -0.42
-1.62 0.73 -0.78
-2.41 -2.18 3.34
-0.15 -0.23 1.84
-0.79 -0.13 -0.79
-1.87 -0.56 0.37
1.65 0.78 -1.20
1.79 1.16 -1.64
1.69 0.60 0.39
0.98 0.04 0.14
-0.53 0.16 -1.75
0.30 -0.19 -0.42
0.04 0.69 -0.66
0.87 -0.83 1.58

Results
* energy above the lowest of the compared OMol25 structures with the same formula, charge and spin: 98.2 kcal/mol
* LUMO level (alpha / beta): -0.95 / -0.70 eV
* E: -19115.45096 eV

=====

(7)
# CH6BN

2 unconnected molecules or ions with the total composition CH6BN (wB97M-V/def2-TZVPD, the OMol25 dataset).

Positions of all 9 atoms, in Å:
B -1.497 0.035 0.157
C 1.084 0.052 0.398
N -0.199 -0.388 -0.182
H -2.277 -0.421 -0.631
H -1.580 1.081 0.705
H 1.594 -0.799 0.797
H 1.838 0.472 -1.153
H 1.011 0.931 0.901
H 0.027 -0.964 -0.993

Force components x, y, z for each atom (eV/Å):
1.25 0.30 -2.37
-0.44 -1.69 -6.36
1.07 0.24 0.78
-0.50 -0.04 0.68
-0.34 -0.24 0.89
0.79 0.09 0.24
-1.09 -0.82 3.82
0.03 2.30 1.62
-0.79 -0.13 0.70

Results
* energy above the lowest of the compared OMol25 structures with the same formula, charge and spin: 91.8 kcal/mol
* LUMO level: 0.35 eV
* E: -3297.96880 eV

=====

(8)
# C9H14

2 unconnected molecules or ions with the total composition C9H14 (wB97M-V/def2-TZVPD, the OMol25 dataset).

Positions of all 23 atoms, in Å:
C -0.368 -0.553 -0.089
C 3.398 -0.505 0.074
C 2.080 -0.155 0.254
C 3.814 -1.630 -0.621
C 1.050 -0.994 -0.243
C 2.777 -2.497 -0.983
C 1.447 -2.242 -0.710
H 4.091 0.226 0.484
H 1.752 0.840 0.529
H 4.832 -1.968 -0.701
H 3.093 -3.359 -1.560
H -1.155 -1.307 -0.120
H -0.623 -0.008 -1.010
H 0.648 -2.904 -1.026
H -0.480 0.111 0.763
C -2.813 2.680 0.449
C -3.774 1.512 0.726
H -1.906 2.470 -0.108
H -3.408 3.433 -0.066
H -2.481 3.082 1.407
H -4.278 1.168 -0.170
H -3.241 0.706 1.236
H -4.454 1.896 1.484

Force components x, y, z for each atom (eV/Å):
-0.45 0.33 -1.25
1.06 1.33 0.45
-1.63 -0.59 -1.67
-1.73 -0.53 0.96
1.20 -0.24 1.72
1.15 -0.29 -0.49
-0.80 0.59 -0.90
0.35 -0.28 -0.21
0.45 0.01 0.60
0.23 0.36 -0.25
-0.39 -0.35 0.23
0.38 -0.45 0.55
0.08 0.44 0.27
0.27 -0.29 -0.04
-0.19 -0.01 0.03
-0.49 -0.01 0.28
1.05 0.39 0.69
-0.11 -0.31 -0.32
0.36 0.33 -0.07
-0.04 0.19 -0.03
-0.14 -0.14 0.08
-0.08 -0.25 -0.34
-0.53 -0.21 -0.30

Results
* energy above the lowest of the compared OMol25 structures with the same formula, charge and spin: 14.9 kcal/mol
* LUMO level: 0.98 eV
* SMILES string: Cc1ccccc1.CC
* E: -9559.53442 eV